BrH6P3Si | ωB97M-V with the def2-TZVPD basis set

Calculated values
energy relative to the best compared isomer or geometry (same formula, charge and spin)	0.0	kJ/mol
F_max	0.017	hartree/bohr
HOMO-LUMO gap (alpha / beta)	0.2707 / 0.2404	Ha
net charge	0

Positions of all 11 atoms, in Å:
Br -2.477 0.975 1.778
P -1.594 -0.997 -1.276
P 3.211 -2.433 0.872
P -0.400 2.460 -0.694
Si -0.816 0.470 0.284
H 3.877 -1.363 0.277
H -0.002 3.075 0.482
H -1.788 -2.020 -0.366
H 2.003 -1.734 0.852
H 0.896 2.135 -1.051
H -2.911 -0.569 -1.157

=====

C4H11Br2NSi | ωB97M-V with the def2-TZVPD basis set

Calculated values
F_max	0.105	hartree/bohr
HOMO-LUMO gap (alpha / beta)	0.3133 / 0.2591	Ha
net charge	0

Positions of all 19 atoms, in Å:
Br -4.119 1.316 0.426
Br -3.219 -1.958 -0.769
Si -2.764 0.139 -0.779
N 0.084 0.307 1.012
C 1.149 0.279 0.059
C 1.139 -0.963 -0.912
C 0.107 -0.564 2.153
C 1.084 1.536 -0.630
H 2.188 0.145 0.585
H 0.413 2.219 -0.174
H -2.499 0.432 -2.213
H 0.885 1.477 -1.736
H -0.917 -1.202 2.161
H 1.993 -0.979 -1.536
H 0.854 -1.320 2.062
H 0.976 -1.894 -0.577
H 0.156 -0.767 -1.495
H 0.362 -0.137 3.066
H 2.129 1.933 -0.705

=====

Repeat the second record exactly.
C4H11Br2NSi | ωB97M-V with the def2-TZVPD basis set

Calculated values
F_max	0.105	hartree/bohr
HOMO-LUMO gap (alpha / beta)	0.3133 / 0.2591	Ha
net charge	0

Positions of all 19 atoms, in Å:
Br -4.119 1.316 0.426
Br -3.219 -1.958 -0.769
Si -2.764 0.139 -0.779
N 0.084 0.307 1.012
C 1.149 0.279 0.059
C 1.139 -0.963 -0.912
C 0.107 -0.564 2.153
C 1.084 1.536 -0.630
H 2.188 0.145 0.585
H 0.413 2.219 -0.174
H -2.499 0.432 -2.213
H 0.885 1.477 -1.736
H -0.917 -1.202 2.161
H 1.993 -0.979 -1.536
H 0.854 -1.320 2.062
H 0.976 -1.894 -0.577
H 0.156 -0.767 -1.495
H 0.362 -0.137 3.066
H 2.129 1.933 -0.705